C25H32N5OPSn as an isolated structure, computed with ωB97M-V/def2-TZVPD.

Atoms and positions in Å:
Sn 1.418 0.909 -0.917
P -0.182 -1.408 -1.697
O 3.552 -0.559 -0.166
N 0.694 -3.710 -2.970
N -1.126 -2.531 -4.084
N -1.537 -3.792 -2.041
N -2.628 5.882 -1.679
N -0.304 2.483 -1.154
C 2.663 2.167 1.973
C 3.785 2.457 2.739
C -1.958 4.007 -0.336
C 1.184 -2.588 -2.165
C -2.503 -0.946 4.411
C -1.397 -2.691 -1.089
C -1.882 4.778 -1.513
C -1.929 -0.792 3.160
C -2.017 -0.216 5.486
C -0.384 0.819 4.046
C -0.979 4.343 -2.506
C -1.167 2.900 -0.201
C -0.894 -1.211 -3.407
C 3.747 0.226 3.628
C -0.304 0.182 1.592
C -0.287 -4.527 -2.252
C -2.109 -3.406 -3.282
C 2.621 -0.063 2.868
C -0.228 3.222 -2.281
C 0.193 -3.320 -4.239
C -0.850 0.073 2.960
C 2.059 0.911 2.036
C 4.329 1.487 3.568
C 0.902 0.585 1.165
C -0.965 0.672 5.297
H -0.045 -4.188 -4.851
H -0.865 4.898 -3.428
H -2.318 -1.358 2.319
H 0.892 -2.674 -4.766
H 4.165 -0.533 4.279
H -0.207 -0.624 -4.016
H -2.628 4.294 0.465
H -2.461 -0.329 6.467
H -1.028 -0.112 0.829
H 2.154 -1.042 2.929
H -1.842 -0.676 -3.351
H -2.557 6.435 -2.515
H 1.641 -2.971 -1.251
H -2.319 -4.274 -3.905
H -2.366 -2.223 -0.911
H -3.018 -2.823 -3.142
H 3.607 -0.703 0.794
H 0.486 2.885 -3.026
H -0.594 1.260 6.128
H -3.260 6.196 -0.965
H 2.227 2.938 1.342
H 4.453 -0.344 -0.437
H 4.234 3.441 2.690
H 0.421 1.530 3.918
H 1.963 -2.048 -2.705
H -1.194 2.308 0.705
H -3.334 -1.626 4.548
H 5.202 1.710 4.169
H -0.494 -5.427 -2.830
H 0.125 -4.820 -1.290
H -1.518 -2.368 -5.012
H -1.041 -3.076 -0.133

Results
Gap between HOMO and LUMO = 0.263 Ha
Charge = +2
Energy relative to the best compared isomer or geometry (same formula, charge and spin) = 28.1 kJ/mol

***

C35H55Cl9Li2N5NaO8 as an isolated structure, computed with ωB97M-V/def2-TZVPD.

Atoms and positions in Å:
Cl 2.211 -1.551 3.151
Cl -0.566 -0.927 3.765
Cl -0.816 -3.436 0.809
Cl 7.843 -4.873 -6.852
Cl -2.109 0.740 -1.943
Cl 5.839 -6.948 -6.477
Cl 6.481 -5.134 -4.294
Cl 5.032 -4.157 -6.621
Cl 1.174 -2.013 5.833
Na 5.115 -3.641 -1.318
O -9.757 -3.124 0.591
O -5.308 -1.032 -9.120
O -6.332 -3.529 1.429
O -3.281 -0.408 -9.632
O -4.689 0.774 -8.456
O -6.227 -0.735 -2.267
O -5.002 1.731 1.232
O -3.406 -0.307 -5.809
N 4.333 -2.395 -3.171
N -2.137 2.149 4.553
N -4.378 0.529 -3.537
N 4.196 1.898 0.706
N -0.019 2.613 4.524
C 6.162 4.442 1.208
C -0.523 -2.474 -2.019
C -3.412 1.592 4.985
C -4.941 -0.523 -2.559
C -4.129 -2.125 0.556
C 3.551 2.409 1.993
C -3.555 -1.266 -2.097
C -1.531 -2.599 -0.690
C -0.593 3.266 3.441
C -4.970 -0.760 0.900
C -8.453 -2.814 0.550
C 5.226 5.568 1.618
C 3.206 0.918 0.037
C -1.026 -1.699 -3.413
C -0.969 1.922 5.172
C -3.094 -2.004 -0.709
C -4.366 -0.232 -9.099
C 1.008 -3.140 -1.920
C 0.791 -2.015 4.103
C -7.634 -3.846 1.459
C -4.103 0.632 0.746
C 4.469 3.069 -0.269
C 3.389 -3.579 -3.044
C 1.408 2.631 4.871
C -2.552 -1.102 -3.383
C -3.445 -0.267 -4.474
C 4.091 0.004 -0.780
C -5.761 2.255 0.059
C 6.299 -5.278 -6.061
C 5.805 3.812 -0.136
C -1.928 2.977 3.464
C 1.646 2.758 6.364
C 5.318 -0.197 0.083
C 1.857 -3.006 -3.323
C 5.409 1.007 1.012
Li -5.753 -2.489 -1.703
Li -6.596 0.374 -4.654
H 0.500 -3.028 3.816
H -6.387 3.189 0.458
H 0.818 -4.306 -1.765
H -8.130 -3.833 2.446
H -2.761 3.252 2.840
H 7.175 4.855 1.133
H 3.261 1.550 2.606
H 3.596 -0.943 -1.017
H -0.829 1.295 6.045
H 1.239 1.899 6.905
H 2.698 0.355 0.830
H 1.880 3.476 4.356
H 3.681 -4.477 -3.743
H 1.170 3.661 6.760
H 3.414 -3.962 -1.928
H 2.473 1.481 -0.549
H 6.339 1.560 0.896
H 5.302 6.407 0.919
H -7.963 -2.837 -0.439
H -7.914 -4.850 1.093
H -5.042 2.701 -0.776
H -6.449 1.454 -0.447
H 5.805 4.609 -0.890
H -3.656 1.057 -2.962
H 1.854 1.708 4.487
H -4.896 -3.013 0.342
H -6.021 -0.727 0.335
H -3.151 0.629 1.457
H 4.429 2.657 -1.283
H 6.221 -0.302 -0.527
H 1.602 -2.765 -0.978
H -3.629 1.949 5.995
H 5.333 0.681 2.055
H -3.339 0.501 4.985
H -3.826 0.915 -0.358
H 6.621 3.145 -0.442
H 5.496 5.934 2.613
H 1.862 -1.883 -3.668
H -8.165 -1.809 0.907
H 6.213 3.684 1.994
H 5.225 -1.113 0.676
H 0.029 3.856 2.789
H 4.174 -2.022 -4.138
H -3.486 -2.416 1.514
H 1.423 -3.684 -4.204
H -4.212 1.904 4.308
H 4.369 0.472 -1.731
H 5.320 -2.730 -3.100
H 2.718 2.808 6.577
H 2.666 2.995 1.727
H -5.260 -0.832 2.056
H 4.272 3.012 2.542
H 4.182 5.246 1.650
H -0.365 -1.578 -4.371
H 3.625 3.763 -0.180

Results
Gap between HOMO and LUMO = 0.039 Ha

***

A 2-piece molecular cluster, C5H12ClOP overall, computed with ωB97M-V/def2-TZVPD.

Atoms and positions in Å:
Cl -3.152 -0.348 -0.450
P -0.055 0.963 -1.155
O -0.480 2.368 -1.035
C -4.656 -1.240 -0.414
C 0.191 0.189 0.601
C 1.577 0.919 -2.118
C 1.115 1.092 1.322
C 0.378 -1.344 0.636
H 2.048 1.363 0.738
H 1.178 1.041 -3.063
H 1.403 -1.593 0.330
H -0.346 -1.874 -0.157
H -5.582 -0.995 -0.797
H 1.484 0.616 2.257
H 0.178 -1.756 1.700
H -4.339 -2.258 -0.308
H 0.653 2.052 1.655
H 2.049 1.917 -1.802
H 2.223 0.081 -1.866
H -0.727 0.465 1.114

Results
Gap between HOMO and LUMO (spin up / spin down) = 0.286 / 0.288 Ha
Energy relative to the best compared isomer or geometry (same formula, charge and spin) = 408.2 kJ/mol

***

C27H33N5O3S2V as an isolated structure, computed with ωB97M-V/def2-TZVPD.

Atoms and positions in Å:
V -0.208 -0.488 0.456
S 2.058 0.478 -0.708
S 1.186 -0.506 2.325
O -1.530 -1.158 1.738
O 3.141 0.628 0.207
O 1.342 -0.803 -0.808
N -1.885 -0.839 -0.968
N 0.743 1.248 -0.068
N -1.402 1.398 1.272
N -1.244 -1.283 3.063
N -0.007 -2.886 0.111
C -0.602 -3.065 -1.175
C 1.444 -3.401 -0.003
C -0.166 4.722 2.068
C 3.699 0.116 -4.343
C 1.362 3.549 0.629
C 3.916 1.566 -6.365
C 2.772 0.826 -2.254
C -2.494 1.358 1.991
C -2.401 3.672 2.602
C -1.694 -0.139 -2.298
C 2.749 2.266 -4.165
C 3.462 -0.166 -3.002
C 0.584 2.443 0.677
C -1.929 -2.362 -1.278
C -1.180 3.741 1.897
C 3.431 1.310 -4.950
C 0.006 -1.038 3.513
C 2.397 2.002 -2.866
C -2.246 -1.671 3.824
C -2.069 -1.839 5.192
C 0.289 -1.269 4.877
C -0.742 -1.687 5.673
C -3.055 2.503 2.602
C -0.683 2.545 1.314
C -3.339 -0.411 -0.584
C -0.695 -3.830 1.022
C 1.008 4.604 1.461
H -1.763 0.926 -2.194
H 2.290 3.567 0.081
H -3.276 0.671 -0.604
H -0.621 -0.332 -2.674
H -2.437 -2.502 -2.251
H 1.273 -1.204 5.245
H 0.089 -2.754 -1.987
H -3.960 2.454 3.169
H -3.656 -0.919 0.325
H 1.949 -3.033 -0.907
H 4.275 -0.552 -5.044
H 3.607 0.706 -6.915
H 1.934 -3.023 0.853
H -1.700 -3.699 1.061
H -3.926 -0.650 -1.427
H -3.151 -1.861 3.283
H 3.723 -1.134 -2.470
H -0.451 -4.853 0.727
H 1.782 2.751 -2.404
H -0.653 -1.987 6.714
H -2.493 -0.421 -2.975
H 2.383 3.237 -4.595
H -0.347 5.516 2.816
H -2.647 -2.783 -0.548
H 3.325 2.375 -6.732
H 1.531 -4.495 -0.108
H -3.062 0.444 2.139
H 4.953 1.726 -6.461
H -0.187 -3.825 2.012
H 1.745 5.384 1.580
H -2.845 -2.178 5.877
H -0.855 -4.089 -1.453
H -2.848 4.405 3.188

Results
Spin multiplicity = 2
Gap between HOMO and LUMO (spin up / spin down) = 0.220 / 0.268 Ha
Charge = +2
Energy relative to the best compared isomer or geometry (same formula, charge and spin) = 42.1 kJ/mol
Expectation value of S² = 0.82

***

C19H64N20O12SSi2 as an isolated structure, computed with ωB97M-V/def2-TZVPD.

Atoms and positions in Å:
S 0.010 1.485 1.534
Si -0.741 0.959 -0.422
Si -2.536 3.244 -0.176
O 8.675 -10.037 -3.475
O -4.181 -1.482 6.943
O 3.621 -5.234 2.851
O 3.627 3.416 -4.739
O 3.593 2.272 0.919
O -1.538 -2.669 4.692
O -2.811 -0.105 1.841
O -0.448 6.126 -3.731
O -8.509 8.109 -3.422
O -5.132 6.058 1.106
O -1.517 2.258 -1.091
O 5.554 -6.900 -0.829
N 9.667 -11.927 -2.696
N -6.432 7.847 0.622
N 3.215 -5.724 0.672
N 6.404 -8.600 0.402
N 0.706 -2.892 4.525
N -7.970 10.260 -3.895
N -6.204 -1.021 6.032
N -6.743 9.040 -2.353
N -5.439 1.946 2.485
N 0.356 4.000 -3.640
N -0.528 -4.310 5.876
N 6.608 -8.598 -1.899
N 1.349 5.555 -5.004
N -2.755 -3.399 1.947
N 4.305 1.282 -4.368
N 5.789 2.878 -5.138
N 1.592 -4.734 2.002
N -7.280 5.700 0.461
N 10.653 -10.672 -4.368
N -4.506 -1.897 4.731
C -2.192 -1.113 1.036
C 2.715 3.134 0.225
C -4.413 2.810 1.867
C -3.094 -2.352 0.984
C 2.863 -5.237 1.890
C -6.212 6.500 0.760
C -4.096 2.394 0.427
C 4.515 2.577 -4.747
C 6.152 -7.968 -0.787
C -4.906 -1.470 5.964
C -7.786 9.071 -3.240
C -1.906 -0.528 -0.333
C 2.306 2.507 -1.097
C 3.826 2.716 2.235
C 0.714 0.527 -1.534
C 9.604 -10.828 -3.509
C -0.518 -3.257 5.016
C 2.109 0.983 -1.086
C 0.355 5.289 -4.103
H 1.402 3.003 -1.438
H 4.203 3.740 2.243
H 1.044 3.328 -3.925
H 1.568 -3.337 4.790
H -4.916 2.749 -0.199
H -3.563 -2.228 4.621
H -7.142 4.708 0.520
H -6.823 -1.000 5.245
H -0.360 3.732 -2.989
H 3.222 4.084 0.033
H 4.571 2.061 2.673
H -4.080 1.313 0.359
H -5.112 1.586 3.370
H -1.806 3.805 0.984
H -6.274 2.483 2.671
H -7.382 11.060 -3.766
H -8.727 10.308 -4.550
H 7.135 -9.452 -1.900
H -1.251 -1.410 1.506
H -2.916 4.376 -1.042
H 3.074 2.758 -1.822
H -1.979 -3.952 1.610
H -6.531 -0.700 6.923
H 10.422 -12.584 -2.714
H 0.728 -0.554 -1.669
H -4.103 -2.006 1.196
H 0.741 -2.096 3.916
H -3.499 2.799 2.455
H 6.456 -8.143 -2.779
H 6.086 -8.152 1.241
H 0.503 0.975 -2.508
H 2.827 0.538 -1.776
H 11.427 -11.306 -4.418
H 10.634 -9.875 -4.975
H 1.346 -4.377 2.908
H -1.416 -4.581 6.257
H -2.393 -0.091 2.703
H 2.355 0.566 -0.115
H 2.596 -5.738 -0.116
H -5.111 -1.894 3.931
H 8.905 -12.080 -2.064
H 1.437 6.496 -5.335
H -8.165 6.051 0.147
H 0.735 0.377 1.687
H 6.895 -9.470 0.468
H 0.299 -4.801 6.157
H -2.841 -0.272 -0.833
H -3.093 -2.771 -0.019
H -5.661 8.455 0.825
H 3.381 1.030 -4.071
H -4.777 3.828 1.803
H -2.469 -2.954 2.812
H -7.312 8.244 0.352
H 1.839 3.361 0.837
H 0.929 -4.705 1.252
H 6.535 2.210 -5.149
H 2.912 2.665 2.830
H 5.972 3.823 -5.416
H -6.137 9.818 -2.178
H 5.024 0.584 -4.361
H -1.447 -1.315 -0.934
H -6.568 8.172 -1.880
H 4.146 -6.090 0.552
H 2.015 4.859 -5.291

Results
Gap between HOMO and LUMO = 0.322 Ha

***

One molecule with the formula BrFHP, computed with ωB97M-V/def2-TZVPD.

Atoms and positions in Å:
Br -0.355 -1.402 1.091
P 0.562 0.374 0.221
F -0.940 1.219 -0.254
H 0.732 -0.191 -1.057

Results
Gap between HOMO and LUMO = 0.382 Ha
Energy relative to the best compared isomer or geometry (same formula, charge and spin) = 25.0 kJ/mol
Structure (SMILES) = FPBr

***

H16NaO8 as an isolated structure, computed with ωB97M-V/def2-TZVPD.

Atoms and positions in Å:
Na 0.281 0.008 0.026
O -0.874 -2.210 0.850
O 1.864 -1.339 0.842
O -1.588 0.630 1.528
O 0.955 -0.801 -2.085
O 1.331 1.921 2.188
O -0.730 1.872 -1.392
O 2.131 1.428 -0.208
O -2.236 -0.965 -1.088
H 1.603 -1.580 1.740
H -3.185 -0.816 -1.129
H 0.070 -0.609 -2.404
H -0.073 2.256 -1.966
H 1.254 -1.417 -2.712
H -1.540 -2.151 1.611
H -2.075 1.106 0.840
H -1.411 1.526 -1.949
H 1.777 1.830 1.326
H -2.272 0.133 1.951
H -2.131 -1.370 -0.247
H 2.052 -2.172 0.446
H 1.678 2.107 -0.726
H 0.748 2.716 2.240
H 2.648 0.857 -0.731
H -0.276 -2.960 1.051

Results
Gap between HOMO and LUMO = 0.375 Ha
Charge = +1
Energy relative to the best compared isomer or geometry (same formula, charge and spin) = 89.4 kJ/mol

***

C22H18F5InN6O5STe as an isolated structure, computed with ωB97M-V/def2-TZVPD.

Atoms and positions in Å:
Te 1.281 2.217 1.785
In 0.253 -0.135 0.131
S 1.237 2.118 -0.945
F -0.058 3.620 1.499
F 2.053 3.947 2.338
F -0.667 1.421 2.093
F 0.964 2.083 3.711
F 3.126 1.882 2.438
O 2.131 2.722 0.093
O 1.713 0.733 -1.242
O 1.534 0.396 1.504
O -0.111 1.906 -0.349
O 1.204 2.893 -2.131
N 4.588 -5.868 -1.233
N 2.727 -6.974 -0.693
N -1.120 -1.213 1.531
N -1.280 -0.568 -1.438
N -2.811 -1.729 -0.044
N 1.175 -2.156 -0.311
C 3.191 -3.294 -0.828
C -2.818 -1.922 3.587
C 2.462 -2.137 -0.630
C -0.992 -0.058 -2.639
C 4.872 -9.932 -1.199
C -3.305 -1.435 -2.336
C 0.566 -3.329 -0.167
C 3.266 -5.790 -0.867
C 3.701 -9.276 -0.896
C -3.244 -1.970 2.277
C 2.567 -4.538 -0.684
C -2.994 -0.936 -3.578
C 4.906 -7.194 -1.289
C 6.079 -7.864 -1.599
C 6.040 -9.240 -1.547
C -1.514 -1.526 3.858
C 1.209 -4.534 -0.337
C -1.813 -0.214 -3.733
C -2.359 -1.598 1.257
C -0.707 -1.172 2.799
C -2.425 -1.222 -1.258
C 3.713 -7.881 -0.940
H -3.749 -2.109 -0.077
H -1.132 -1.466 4.864
H 4.900 -11.011 -1.174
H 0.299 -0.800 2.949
H 2.895 -1.150 -0.737
H 5.213 -5.101 -1.418
H 6.979 -7.333 -1.871
H 0.697 -5.474 -0.208
H 6.932 -9.804 -1.777
H -3.496 -2.178 4.386
H -1.545 0.214 -4.684
H -4.224 -1.980 -2.179
H 2.803 -9.810 -0.631
H 4.236 -3.210 -1.083
H -4.255 -2.265 2.033
H -0.479 -3.285 0.102
H -0.066 0.503 -2.685
H -3.664 -1.089 -4.411

Results
Gap between HOMO and LUMO = 0.292 Ha
Energy relative to the best compared isomer or geometry (same formula, charge and spin) = 392.1 kJ/mol

***

C6H9NS as an isolated structure, computed with ωB97M-V/def2-TZVPD.

Atoms and positions in Å:
S -0.352 0.235 -2.576
N 2.060 0.458 0.548
C 0.440 -0.635 -1.097
C -1.379 0.089 0.100
C -0.337 1.184 0.069
C 0.658 0.068 0.230
C -0.419 -0.628 1.106
C -1.048 -0.703 -1.211
H -0.358 1.806 -0.799
H -2.373 0.254 0.355
H -0.527 -0.078 2.039
H 2.768 -0.354 0.522
H -0.456 1.865 0.920
H 1.140 -1.418 -1.364
H 2.097 1.109 1.336
H -0.230 -1.715 1.303
H -1.686 -1.537 -1.480

Results
Gap between HOMO and LUMO = 0.349 Ha
Energy relative to the best compared isomer or geometry (same formula, charge and spin) = 217.8 kJ/mol

***

E (hartree)
-1875.9986; -6560.3493; -1074.3640; -3287.9582; -3738.0121; -3015.8524; -773.6655; -2909.6123; -686.8799